No. 1
ORCA calculation (the ωB97M-V functional and the def2-TZVPD basis) on 2 unconnected molecules or ions with the total composition C30H29F2NO7 at a distorted geometry.

Its highest occupied orbital energy is -0.3 eV. As for the total charge: -2. Its orbital gap is 3.3 eV.

Each atom is followed by the atoms it is bonded to, with distances in Å.
CARTESIAN COORDINATES (ANGSTROEM)
1 C 0.10 -2.75 0.87  C2 1.579, H31 1.123, H32 1.123, H33 1.126
2 C 0.53 -1.59 -0.12  C1 1.579, C3 1.597, H34 1.135, H35 1.117
3 C 1.80 -1.97 -1.01  C2 1.597, C4 1.587, H36 1.123, H37 1.127
4 C 1.64 -1.55 -2.54  C3 1.587, O5 1.473, H38 1.127, H39 1.118
5 O 2.38 -0.33 -2.89  C4 1.473, C6 1.392
6 C 2.12 0.66 -1.95  O5 1.392, C7 1.469, C15 1.489
7 C 3.21 1.03 -1.04  C6 1.469, C8 1.473, H40 1.120
8 C 3.04 2.03 0.03  C7 1.473, C9 1.554, C13 1.467
9 C 4.23 2.38 0.97  C8 1.554, C10 1.575, H41 1.127, H42 1.120
10 C 4.09 1.85 2.45  C9 1.575, C11 1.576, F12 1.410, H43 1.130
11 C 4.88 0.51 2.69  C10 1.576, H44 1.119, H45 1.128, H46 1.130
12 F 2.76 1.66 2.87  C10 1.410
13 C 1.71 2.63 0.13  C8 1.467, C14 1.483, C29 1.564
14 C 0.62 2.28 -0.81  C13 1.483, C15 1.469, C18 1.565
15 C 0.78 1.29 -1.88  C6 1.489, C14 1.469, C16 1.578
16 C -0.39 0.91 -2.88  C15 1.578, N17 1.468, H47 1.132, H48 1.126
17 N 0.01 0.91 -4.29  C16 1.468, H49 1.017, H50 1.017
18 C -0.73 3.03 -0.55  C14 1.565, O19 1.207, C20 1.571
19 O -1.43 3.51 -1.41  C18 1.207
20 C -1.10 3.15 0.97  C18 1.571, C21 1.447, C28 1.479
21 C -2.46 2.91 1.41  C20 1.447, C22 1.479, H51 1.111
22 C -2.73 3.00 2.86  C21 1.479, C23 1.572, C26 1.454
23 C -4.21 2.69 3.30  C22 1.572, C24 1.594, H52 1.117, H53 1.122
24 C -4.58 1.23 2.78  C23 1.594, F25 1.428, H54 1.123, H55 1.126
25 F -4.91 0.36 3.87  C24 1.428
26 C -1.67 3.35 3.78  C22 1.454, C27 1.480, H56 1.121
27 C -0.28 3.59 3.33  C26 1.480, C28 1.446, H57 1.110
28 C -0.01 3.49 1.91  C20 1.479, C27 1.446, C29 1.568
29 C 1.40 3.66 1.26  C13 1.564, C28 1.568, O30 1.212
30 O 2.19 4.52 1.61  C29 1.212
31 H 0.60 -2.69 1.87  C1 1.123
32 H 0.34 -3.75 0.43  C1 1.123
33 H -1.02 -2.70 0.98  C1 1.126
34 H 0.78 -0.69 0.54  C2 1.135
35 H -0.36 -1.32 -0.73  C2 1.117
36 H 2.76 -1.65 -0.54  C3 1.123
37 H 1.81 -3.10 -1.00  C3 1.127
38 H 2.08 -2.39 -3.14  C4 1.127
39 H 0.56 -1.50 -2.83  C4 1.118
40 H 4.18 0.47 -1.19  C7 1.120
41 H 4.33 3.50 0.95  C9 1.127
42 H 5.17 1.96 0.53  C9 1.120
43 H 4.56 2.63 3.11  C10 1.130
44 H 5.89 0.50 2.20  C11 1.119
45 H 4.95 0.31 3.80  C11 1.128
46 H 4.22 -0.31 2.29  C11 1.130
47 H -0.81 -0.10 -2.57  C16 1.132
48 H -1.26 1.61 -2.79  C16 1.126
49 H 0.52 1.74 -4.55  N17 1.017
50 H 0.47 0.05 -4.57  N17 1.017
51 H -3.23 2.67 0.64  C21 1.111
52 H -4.94 3.43 2.91  C23 1.117
53 H -4.25 2.70 4.42  C23 1.122
54 H -3.71 0.73 2.27  C24 1.123
55 H -5.41 1.24 2.02  C24 1.126
56 H -1.91 3.41 4.88  C26 1.121
57 H 0.52 3.85 4.06  C27 1.110
58 C -3.69 -4.23 -2.60  C59 1.373, C64 1.459, H68 1.086
59 C -2.61 -3.42 -2.35  C58 1.373, C60 1.535, O67 1.267
60 C -1.27 -4.17 -2.25  C59 1.535, O61 1.241, C62 1.447
61 O -0.19 -3.58 -2.10  C60 1.241
62 C -1.29 -5.61 -2.32  C60 1.447, C63 1.381, H69 1.087
63 C -2.37 -6.44 -2.55  C62 1.381, C64 1.542, O66 1.254
64 C -3.69 -5.68 -2.76  C58 1.459, C63 1.542, O65 1.234
65 O -4.76 -6.23 -3.06  C64 1.234
66 O -2.38 -7.69 -2.62  C63 1.254
67 O -2.59 -2.16 -2.21  C59 1.267
68 H -4.67 -3.78 -2.70  C58 1.086
69 H -0.31 -6.06 -2.17  C62 1.087

Results of the Löwdin charge analysis, in e, for atoms 1 through 8: atom 1 (C): -0.1217, atom 2 (C): -0.2433, atom 3 (C): -0.1705, atom 4 (C): -0.1612, atom 5 (O): -0.1107, atom 6 (C): -0.2021, atom 7 (C): 0.0586, atom 8 (C): -0.1182

No. 2
ORCA calculation (the ωB97M-V functional and the def2-TZVPD basis) on 2 unconnected molecules or ions with the total composition C5H12NO at a distorted geometry.

Its highest occupied orbital energy is -2.5 eV. As for the total charge: -1. The relative energy (zero: lowest compared OMol25 entry of this formula, charge and spin) comes out at 826.7 kJ/mol. Its orbital gap is 5.0 eV.

Each atom is followed by the atoms it is bonded to, with distances in Å.
CARTESIAN COORDINATES (ANGSTROEM)
1 C 2.05 0.62 -0.45  C2 1.559, H8 1.092, H9 1.083
2 C 2.66 0.59 0.99  C1 1.559, H10 1.086, H11 1.088, H12 1.099
3 C -0.28 1.10 0.56  N4 1.406, H13 1.105, H14 1.106, H15 1.220
4 N -0.89 -0.16 0.69  C3 1.406, C5 1.461
5 C -1.82 -0.35 -0.42  N4 1.461, C6 1.543, H16 1.111, H17 1.103
6 C -2.11 -1.82 -0.76  C5 1.543, O7 1.337, H18 1.116, H19 1.133
7 O -3.05 -2.03 -1.68  C6 1.337
8 H 2.25 -0.26 -1.06  C1 1.092
9 H 1.26 1.19 -0.92  C1 1.083
10 H 3.71 0.81 1.18  C2 1.086
11 H 2.52 -0.32 1.57  C2 1.088
12 H 1.92 1.41 1.05  C2 1.099
13 H -0.24 1.56 1.57  C3 1.105
14 H -0.81 1.76 -0.14  C3 1.106
15 H 0.40 0.13 0.24  C3 1.220
16 H -2.74 0.25 -0.24  C5 1.111
17 H -1.47 0.06 -1.38  C5 1.103
18 H -2.27 -2.30 0.24  C6 1.116
19 H -1.09 -2.24 -1.04  C6 1.133

Results of the Löwdin charge analysis, in e, for atoms 1 through 8: atom 1 (C): -0.1888, atom 2 (C): -0.2131, atom 3 (C): -0.1394, atom 4 (N): -0.0491, atom 5 (C): -0.2936, atom 6 (C): -0.5893, atom 7 (O): -0.3569, atom 8 (H): 0.0163

- Among the records above, which one has the highest orbital gap?
  C5H12NO

- Look up the highest occupied orbital energy of the first one.
  -0.3 eV